47
Properties=species:S:1:pos:R:3:lowdin_charge:R:1 method="wB97M-V/def2-TZVPD" total_energy_ev=-51487.2343 e_homo_ev="-7.403 / -7.401" fmax_ev_per_a=2.06 orbital_gap_ha="0.205 / 0.205" lumo_energy_ev="-1.826 / -1.828" multiplicity=1
H -2.2210 0.0067 -2.6211 0.10
C -0.5474 -0.5719 3.1451 -0.01
H -3.7907 -0.9930 1.0435 0.12
F -1.5934 5.6287 -0.7008 0.11
N 0.7176 -0.9364 1.1137 -0.05
N 1.7990 -1.0887 1.7926 0.09
C -1.7693 -0.5205 3.7404 -0.09
H -4.5834 -3.3365 -3.8940 0.10
H 3.9662 -1.8573 2.8479 0.11
F 0.7645 7.0120 -0.7695 0.11
C -2.8838 -0.9062 1.6246 -0.01
H 6.1985 -1.7564 -0.8150 0.10
N 2.9801 -1.0272 -0.2491 -0.01
C 4.1358 -1.1897 -0.8828 -0.14
C -1.6346 -0.9308 0.9481 -0.24
C -0.4145 3.5832 -0.5669 -0.14
Sn 0.7075 -0.4285 -1.1582 1.33
C 1.9731 4.9752 -0.6469 -0.14
C 2.9374 -1.2495 1.0799 -0.34
C 5.2457 -1.8874 1.1137 -0.05
C 1.9696 3.5934 -0.5632 -0.14
H 6.1172 -2.2523 1.6359 0.11
C 5.2875 -1.6222 -0.2539 -0.06
F 3.1338 2.9157 -0.5466 0.09
C -2.9389 -0.6930 2.9689 -0.06
H -3.6266 -1.1027 -4.3395 0.10
F -1.5699 2.8914 -0.5553 0.09
C 4.0682 -1.6842 1.7896 0.00
C 0.7689 5.6729 -0.6863 -0.15
C -3.4472 -1.5896 -3.3923 -0.09
C -2.4277 -1.5845 -1.2120 -0.33
H -1.8520 -0.3429 4.8026 0.10
H 4.1273 -0.9815 -1.9457 0.11
C -3.7692 -3.4552 -1.9173 -0.09
C -0.4299 4.9653 -0.6496 -0.14
H 0.3691 -0.4370 3.6982 0.11
O 0.7880 1.5564 -0.3628 -0.29
C 0.7806 2.8433 -0.5046 -0.30
N -1.4896 -1.0385 -0.3597 -0.06
H -4.1795 -4.4358 -1.7218 0.10
F 3.1316 5.6480 -0.6963 0.11
H -3.8973 -0.6365 3.4629 0.11
C -3.9914 -2.8413 -3.1389 -0.10
H -2.7962 -3.3280 -0.0139 0.12
C -2.6627 -0.9692 -2.4428 -0.05
C -3.0059 -2.8320 -0.9510 -0.03
C -0.4453 -0.7841 1.7502 -0.23